1.
C18H44BeN2O6 | ωB97M-V/def2-TZVPD

Summary:
**Calculated total energy**: -35029.4409 eV
**HOMO level**: -6.628 eV
**Energy relative to the best compared isomer or geometry (same formula, charge and spin)**: 11.951 eV
**Net charge**: 0
**2S+1**: 1

XYZ file:
```
71
Properties=species:S:1:pos:R:3:lowdin_charge:R:1
Be -20.36 -17.31 19.65 0.453
C -13.27 -20.37 19.39 -0.061
C -13.87 -19.48 20.53 -0.502
C -12.81 -18.79 21.42 -0.072
O -14.87 -18.53 20.08 -0.090
H -12.36 -19.87 19.04 0.068
H -13.90 -20.46 18.50 0.069
H -13.05 -21.37 19.74 0.068
H -14.37 -20.16 21.22 0.135
H -13.22 -18.34 22.32 0.069
H -12.36 -17.90 20.96 0.078
H -12.17 -19.57 21.81 0.077
C -25.63 -19.23 14.78 -0.083
C -25.99 -19.34 16.25 -0.575
C -26.19 -20.84 16.60 -0.045
O -25.11 -18.74 17.13 -0.052
H -26.37 -19.66 14.12 0.075
H -24.64 -19.65 14.58 0.078
H -25.48 -18.18 14.53 0.072
H -26.98 -18.90 16.37 0.137
H -26.94 -21.20 15.89 0.078
H -26.53 -20.97 17.63 0.074
H -25.23 -21.35 16.53 0.079
C -19.55 -16.42 15.99 -0.178
O -19.74 -15.51 16.99 -0.240
C -20.30 -14.31 16.40 -0.204
C -20.37 -13.25 17.47 -0.213
N -21.18 -13.66 18.61 -0.063
C -21.04 -12.80 19.80 -0.182
C -19.76 -12.94 20.80 -0.181
O -19.92 -14.28 21.31 -0.260
C -18.78 -14.69 22.16 -0.086
H -18.70 -16.17 15.35 0.086
H -20.38 -16.57 15.30 0.092
H -19.25 -17.37 16.43 0.078
H -21.29 -14.42 15.94 0.122
H -19.72 -14.01 15.53 0.120
H -20.81 -12.33 17.09 0.116
H -19.38 -12.98 17.85 0.119
H -22.15 -13.50 18.36 0.106
H -21.94 -12.87 20.41 0.108
H -21.14 -11.74 19.57 0.097
H -19.83 -12.18 21.57 0.110
H -18.82 -12.75 20.27 0.104
H -17.84 -14.38 21.70 0.074
H -18.65 -15.76 22.30 0.073
H -18.77 -14.09 23.07 0.080
C -21.52 -21.95 21.12 -0.062
O -22.08 -20.77 21.85 -0.202
C -23.25 -21.02 22.60 -0.215
C -23.52 -19.97 23.71 -0.225
N -23.83 -18.65 23.28 -0.068
C -24.58 -17.85 24.18 -0.227
C -25.98 -18.36 24.51 -0.183
O -26.76 -18.59 23.27 -0.221
C -28.22 -18.66 23.32 -0.088
H -22.10 -22.10 20.21 0.075
H -21.54 -22.89 21.68 0.076
H -20.52 -21.80 20.72 0.076
H -23.25 -22.01 23.06 0.115
H -24.10 -20.93 21.93 0.121
H -22.72 -19.83 24.43 0.121
H -24.28 -20.41 24.35 0.104
H -24.47 -18.75 22.50 0.103
H -24.53 -16.83 23.78 0.120
H -24.13 -17.74 25.17 0.119
H -26.54 -17.60 25.07 0.106
H -26.01 -19.13 25.28 0.108
H -28.66 -19.51 23.84 0.083
H -28.69 -18.69 22.34 0.076
H -28.42 -17.62 23.58 0.083
```



2.
C18H44BrN2O4P4 | ωB97M-V/def2-TZVPD

Summary:
**Calculated total energy**: -137745.1877 eV
**HOMO level**: -3.414 eV
**Net charge**: -1
**2S+1**: 1

XYZ file:
```
73
Properties=species:S:1:pos:R:3:lowdin_charge:R:1
C 1.95 -3.28 3.54 -0.172
C 1.15 -2.01 3.21 -0.453
P 1.07 -1.67 1.40 0.917
C -0.22 -2.79 0.72 -0.452
C 0.11 -3.29 -0.67 -0.178
P 0.50 0.51 0.97 0.379
C -1.04 0.34 2.14 -0.356
C -2.45 0.91 1.91 -0.686
C -2.96 1.42 0.57 -0.186
Br -3.79 -0.49 2.51 0.578
O 1.44 1.03 2.47 -0.342
C 2.69 0.78 2.61 -0.581
N 3.70 0.36 3.08 0.096
O -0.51 -0.11 -0.31 -0.462
C -0.42 0.25 -1.64 -0.344
C -1.66 -0.24 -2.45 -0.165
N -2.63 -1.03 -1.67 -0.037
C -3.00 -2.31 -2.28 -0.183
C -4.39 -2.74 -1.81 -0.419
C -4.36 -4.06 -1.08 -0.048
O -5.31 -2.87 -2.91 -0.052
P 2.43 0.71 -0.26 0.777
C 3.34 -0.79 -0.80 -0.375
C 2.49 1.75 -1.77 -0.364
P 0.02 2.74 0.58 0.843
C 1.57 3.77 0.55 -0.367
C -0.66 3.39 2.19 -0.315
H 2.46 -3.67 2.67 0.041
H 1.29 -4.04 3.95 0.051
H 2.67 -3.06 4.32 0.056
H 1.52 -1.17 3.77 0.047
H 0.13 -2.18 3.58 0.061
H -0.26 -3.65 1.39 0.071
H -1.22 -2.37 0.73 0.056
H 1.02 -3.89 -0.64 0.060
H 0.28 -2.49 -1.38 0.049
H -0.68 -3.93 -1.05 0.047
H -0.73 0.68 3.12 0.065
H -1.16 -0.73 2.28 -0.005
H -2.65 1.66 2.65 0.037
H -3.53 2.33 0.73 0.073
H -2.19 1.65 -0.15 0.008
H -3.65 0.72 0.12 0.020
H -0.31 1.32 -1.84 0.064
H 0.44 -0.22 -2.12 0.084
H -2.15 0.62 -2.90 0.105
H -1.32 -0.85 -3.28 0.098
H -3.49 -0.50 -1.68 0.077
H -2.30 -3.08 -1.99 0.085
H -3.03 -2.26 -3.37 0.115
H -4.81 -2.01 -1.12 0.134
H -5.35 -4.27 -0.67 0.076
H -4.04 -4.87 -1.72 0.084
H -3.70 -3.94 -0.23 0.083
H -5.57 -1.99 -3.15 0.076
H 3.86 -1.24 0.04 0.002
H 2.77 -1.53 -1.35 0.005
H 4.12 -0.43 -1.48 0.020
H 1.68 2.46 -1.93 0.007
H 2.51 1.15 -2.68 0.025
H 3.40 2.34 -1.78 0.007
H 1.44 4.68 1.13 0.013
H 1.80 4.10 -0.46 -0.006
H 2.45 3.26 0.92 0.007
H -0.41 2.76 3.03 0.024
H -0.32 4.40 2.35 0.019
H -1.74 3.43 2.11 0.003
C 5.51 5.07 -2.39 -0.163
O 4.32 4.84 -1.66 -0.130
H 5.42 4.54 -3.34 0.076
H 5.66 6.13 -2.60 0.071
H 6.38 4.68 -1.86 0.076
H 4.39 5.30 -0.82 0.074
```



3.
C18H44BrN3O7P | ωB97M-V/def2-TZVPD

Summary:
**Calculated total energy**: -117503.7873 eV
**HOMO level**: -10.628 eV
**Net charge**: +1
**2S+1**: 1

XYZ file:
```
74
Properties=species:S:1:pos:R:3:lowdin_charge:R:1
C -2.31 0.03 0.97 -0.102
N -2.20 0.41 2.37 -0.058
C -3.35 1.12 2.96 -0.174
C -4.60 0.84 2.22 -0.302
N -5.11 1.58 1.32 -0.095
P -4.70 3.21 0.58 0.883
N -3.11 3.59 0.91 -0.129
O -5.47 4.15 1.64 -0.239
C -6.29 0.91 0.73 -0.163
C -6.75 -0.04 1.79 -0.176
C -5.40 -0.38 2.49 -0.550
Br -5.73 -0.48 4.42 0.844
H -2.64 0.82 0.29 0.046
H -2.94 -0.84 0.82 0.090
H -1.32 -0.25 0.62 0.070
H -1.35 0.91 2.56 0.117
H -3.20 2.18 3.13 0.103
H -3.51 0.70 3.95 0.065
H -2.44 3.11 0.33 0.037
H -2.82 3.64 1.88 0.049
H -4.84 4.46 2.31 0.074
H -5.89 0.27 -0.06 0.138
H -7.02 1.54 0.25 0.126
H -7.36 0.41 2.56 0.091
H -7.34 -0.86 1.41 0.131
H -4.93 -1.30 2.18 0.116
C 1.15 0.37 -0.63 -0.082
O -0.18 0.20 -1.11 -0.234
C -0.66 1.31 -1.85 -0.208
C -0.57 1.08 -3.34 -0.203
O 0.78 0.97 -3.76 -0.184
C 1.21 -0.36 -3.97 -0.087
H 1.52 -0.60 -0.31 0.083
H 1.81 0.77 -1.39 0.084
H 1.15 1.05 0.24 0.091
H -0.12 2.22 -1.57 0.131
H -1.72 1.45 -1.58 0.101
H -1.00 1.94 -3.85 0.130
H -1.14 0.19 -3.63 0.131
H 0.80 -0.75 -4.91 0.095
H 0.90 -1.02 -3.15 0.085
H 2.29 -0.36 -4.02 0.081
C 5.49 -0.54 -2.62 -0.110
O 5.44 0.07 -3.90 -0.192
C 4.98 1.41 -3.86 -0.211
C 6.12 2.40 -3.94 -0.205
O 6.96 2.33 -2.80 -0.191
C 8.16 1.60 -3.02 -0.107
H 6.08 -1.45 -2.71 0.092
H 5.96 0.11 -1.88 0.085
H 4.48 -0.80 -2.28 0.076
H 4.38 1.59 -2.96 0.120
H 4.33 1.55 -4.73 0.125
H 5.71 3.42 -3.97 0.126
H 6.70 2.25 -4.86 0.129
H 8.87 2.20 -3.61 0.090
H 7.96 0.66 -3.54 0.084
H 8.60 1.39 -2.05 0.089
C 0.69 -3.16 1.12 -0.130
O 0.47 -4.39 1.78 -0.186
C 1.35 -4.61 2.87 -0.194
C 0.68 -4.23 4.17 -0.194
O 0.42 -2.83 4.19 -0.189
C -0.90 -2.50 3.84 -0.123
H -0.18 -2.95 0.50 0.087
H 0.82 -2.34 1.83 0.077
H 1.58 -3.22 0.47 0.091
H 2.28 -4.05 2.75 0.129
H 1.60 -5.68 2.88 0.129
H 1.35 -4.46 5.01 0.128
H -0.24 -4.81 4.30 0.128
H -1.59 -2.69 4.67 0.092
H -1.24 -3.05 2.95 0.082
H -0.92 -1.44 3.61 0.062
```



4.
C18H44IO9P3 | ωB97M-V/def2-TZVPD

Summary:
**Calculated total energy**: -73774.3868 eV
**SMILES**: CCOP(=O)(OCC)OCC.CCOP(=O)(OCC)OCC.CCCOP[C@H](I)CC
**HOMO level**: -8.328 eV
**Net charge**: 0
**2S+1**: 1

XYZ file:
```
75
Properties=species:S:1:pos:R:3:lowdin_charge:R:1
C 1.61 2.52 1.53 -0.077
C 1.92 1.15 2.10 -0.285
O 1.20 0.13 1.43 -0.220
P 1.75 -0.47 -0.01 0.628
O 3.20 -0.67 0.28 -0.218
O 1.26 -2.05 0.10 -0.227
C 2.15 -3.10 -0.29 -0.329
C 2.75 -3.75 0.94 -0.081
O 0.38 -0.11 -0.84 -0.230
C -0.91 -0.30 -0.24 -0.260
C -1.58 1.05 0.00 -0.057
H 1.76 2.54 0.45 0.076
H 2.25 3.28 1.99 0.078
H 0.57 2.79 1.73 0.064
H 3.00 0.96 2.07 0.105
H 1.62 1.11 3.15 0.119
H 2.93 -2.72 -0.94 0.021
H 1.58 -3.83 -0.85 0.115
H 3.11 -3.01 1.66 0.075
H 3.57 -4.41 0.67 0.050
H 1.99 -4.34 1.46 0.075
H -0.85 -0.88 0.68 0.107
H -1.50 -0.89 -0.95 0.123
H -0.85 1.86 0.05 0.060
H -2.16 1.04 0.93 0.072
H -2.27 1.29 -0.81 0.074
C -6.15 0.37 5.16 -0.079
C -6.95 1.64 5.40 -0.284
O -6.39 2.76 4.72 -0.220
P -6.70 3.00 3.12 0.625
O -8.18 2.77 3.06 -0.217
O -6.70 4.65 3.05 -0.228
C -7.72 5.33 2.31 -0.291
C -8.77 5.90 3.25 -0.077
O -5.13 2.99 2.67 -0.233
C -4.13 3.63 3.48 -0.260
C -3.20 2.58 4.09 -0.057
H -6.01 0.20 4.09 0.075
H -6.65 -0.49 5.60 0.078
H -5.16 0.46 5.61 0.070
H -8.00 1.49 5.12 0.105
H -6.95 1.88 6.46 0.120
H -8.18 4.67 1.57 0.102
H -7.24 6.14 1.75 0.115
H -9.09 5.17 3.99 0.073
H -9.64 6.25 2.69 0.076
H -8.35 6.75 3.80 0.073
H -4.57 4.25 4.25 0.107
H -3.56 4.29 2.82 0.123
H -3.66 1.60 4.13 0.061
H -2.90 2.87 5.09 0.080
H -2.29 2.48 3.49 0.062
C 3.67 -3.54 -6.59 -0.111
C 4.80 -3.88 -7.60 -0.217
C 6.15 -3.24 -7.16 -0.293
O 6.16 -3.09 -5.73 -0.480
P 7.12 -4.22 -4.97 0.856
C 6.87 -3.88 -3.17 -0.904
I 4.84 -4.37 -2.49 0.840
C 7.26 -2.46 -2.74 -0.365
C 6.35 -1.33 -3.31 -0.132
H 3.65 -4.26 -5.77 0.045
H 3.76 -2.51 -6.23 0.074
H 2.69 -3.58 -7.09 0.069
H 4.90 -4.96 -7.69 0.100
H 4.49 -3.41 -8.54 0.101
H 7.04 -3.76 -7.55 0.096
H 6.17 -2.22 -7.57 0.118
H 6.51 -5.51 -5.12 -0.044
H 7.50 -4.61 -2.65 0.035
H 7.15 -2.44 -1.64 0.091
H 8.32 -2.31 -2.98 0.102
H 5.45 -1.76 -3.75 0.023
H 6.90 -0.87 -4.14 0.070
H 6.04 -0.60 -2.56 0.072
```



5.
C18H44NO16S6SrZr | ωB97M-V/def2-TZVPD

Summary:
**Calculated total energy**: -120727.2017 eV
**HOMO level**: -8.908 eV
**Energy relative to the best compared isomer or geometry (same formula, charge and spin)**: 25.575 eV
**Net charge**: +1
**2S+1**: 1

XYZ file:
```
87
Properties=species:S:1:pos:R:3:lowdin_charge:R:1
Sr -4.14 4.79 -1.73 1.852
Zr 2.97 4.05 -1.43 1.767
S -0.19 1.84 0.17 0.201
O -0.01 0.70 1.07 -0.299
O -1.52 2.37 -0.04 -0.370
O 0.60 2.98 0.59 -0.272
O 0.58 1.83 -1.06 -0.285
S 0.28 5.77 -4.00 0.208
O 0.61 5.84 -2.57 -0.336
O -1.04 5.21 -4.17 -0.370
O 0.53 7.13 -4.43 -0.279
O 1.40 4.85 -4.13 -0.339
O 3.27 8.58 2.74 0.130
C 3.29 8.07 1.53 -0.902
O 3.48 6.90 1.29 0.028
O 2.92 8.75 0.56 0.027
H 3.16 9.51 2.56 0.115
C 0.88 -5.80 -2.27 -0.003
C -0.45 -5.16 -1.78 -0.456
C -1.75 -5.84 -2.29 -0.135
C -2.18 -7.16 -1.49 -0.165
C -2.33 -6.72 -0.05 -0.141
C -0.98 -6.11 0.51 -0.513
N -0.55 -4.96 -0.29 -0.133
O 0.59 -4.41 0.22 -0.005
C -1.40 -5.60 1.88 -0.044
C 0.03 -7.22 0.56 -0.035
C -0.70 -3.76 -2.41 -0.065
H 0.64 -6.48 -3.09 0.081
H 1.32 -6.30 -1.41 0.062
H 1.59 -5.05 -2.62 0.075
H -2.57 -5.14 -2.43 0.106
H -1.51 -6.29 -3.26 0.104
H -1.54 -7.97 -1.85 0.106
H -3.14 -7.41 -1.94 0.101
H -2.72 -7.59 0.48 0.120
H -3.07 -5.92 0.07 0.112
H -1.49 -6.35 2.67 0.090
H -0.82 -4.76 2.26 0.074
H -2.36 -5.09 1.92 0.074
H -0.36 -8.00 1.21 0.089
H 0.15 -7.64 -0.44 0.071
H 0.97 -6.92 1.03 0.092
H 0.10 -3.13 -2.01 0.070
H -1.58 -3.19 -2.09 0.075
H -0.72 -3.75 -3.50 0.085
H 0.24 -3.60 0.61 0.109
C -2.89 9.24 3.20 -0.261
S -3.02 7.43 3.50 0.849
O -2.89 6.73 2.12 -0.632
C -1.36 7.26 4.20 -0.259
H -3.55 9.50 2.37 0.048
H -1.87 9.40 2.87 0.048
H -2.92 9.89 4.07 0.061
H -0.94 8.10 4.74 0.062
H -0.73 7.10 3.32 0.061
H -1.38 6.36 4.81 0.049
C 3.34 -0.34 -5.62 -0.249
S 4.86 0.03 -4.61 0.862
O 4.30 0.89 -3.46 -0.654
C 5.11 -1.62 -3.68 -0.213
H 3.65 -0.90 -6.51 0.044
H 2.66 0.49 -5.81 0.056
H 2.69 -1.04 -5.09 0.044
H 5.94 -1.44 -3.00 0.044
H 5.29 -2.38 -4.45 0.045
H 4.23 -1.84 -3.08 0.050
C -5.77 -0.94 0.49 -0.238
S -7.03 0.44 0.44 0.875
O -6.39 1.62 -0.39 -0.671
C -6.87 0.99 2.20 -0.236
H -5.91 -1.60 1.35 0.052
H -4.72 -0.66 0.47 0.061
H -5.91 -1.54 -0.41 0.043
H -7.46 1.89 2.37 0.053
H -5.81 1.23 2.22 0.050
H -7.14 0.08 2.75 0.051
C 3.95 0.42 3.64 -0.230
S 5.23 0.71 2.27 0.856
O 4.78 1.90 1.48 -0.624
C 6.54 1.39 3.43 -0.249
H 3.34 -0.41 3.30 0.033
H 3.29 1.28 3.74 0.055
H 4.30 0.11 4.63 0.048
H 7.00 0.49 3.83 0.037
H 6.18 2.03 4.23 0.055
H 7.40 1.84 2.93 0.046
```



6.
C18H44NO8S2 | ωB97M-V/def2-TZVPD

Summary:
**Calculated total energy**: -58920.3481 eV
**HOMO level**: -5.624 eV
**Net charge**: -1
**2S+1**: 1

XYZ file:
```
73
Properties=species:S:1:pos:R:3:lowdin_charge:R:1
C -0.51 1.49 -0.36 -0.097
C -1.62 0.43 -0.22 -0.255
C -1.33 -0.63 0.85 -0.167
C -0.68 -1.98 0.45 -0.380
C -1.53 -3.19 0.89 -0.091
S -0.21 -2.20 -1.26 0.546
O 0.73 -1.14 -1.57 -0.318
O -1.39 -2.27 -2.09 -0.312
N 0.46 -3.67 -1.13 -0.327
S 1.47 -4.03 -2.32 0.491
O 1.47 -5.46 -2.47 -0.369
O 1.28 -3.34 -3.56 -0.341
C 3.13 -3.65 -1.71 -0.216
C 3.15 -2.78 -0.46 -0.209
C 3.68 -1.39 -0.70 -0.238
O 3.91 -0.71 0.53 -0.181
C 2.74 -0.10 1.05 -0.114
H -0.72 2.30 0.33 0.064
H 0.47 1.07 -0.22 0.035
H -0.59 1.90 -1.36 0.050
H -2.48 0.99 0.14 0.096
H -1.91 0.03 -1.17 0.073
H -2.25 -0.82 1.39 0.088
H -0.67 -0.15 1.57 0.102
H 0.24 -2.07 1.01 0.090
H -1.86 -3.79 0.05 0.065
H -0.95 -3.83 1.54 0.069
H -2.40 -2.87 1.46 0.059
H 3.62 -4.58 -1.50 0.083
H 3.71 -3.18 -2.51 0.093
H 2.18 -2.70 0.01 0.072
H 3.81 -3.24 0.28 0.113
H 2.99 -0.82 -1.32 0.106
H 4.64 -1.41 -1.23 0.118
H 3.04 0.85 1.48 0.075
H 1.99 0.09 0.29 0.054
H 2.28 -0.69 1.85 0.085
C 1.62 5.03 -2.58 -0.063
C 0.21 4.68 -3.04 -0.494
C -0.51 5.91 -3.58 -0.069
O -0.52 4.12 -1.96 -0.063
H 1.59 5.76 -1.78 0.078
H 2.12 4.14 -2.20 0.082
H 2.22 5.44 -3.40 0.076
H 0.26 3.92 -3.81 0.142
H -0.60 6.67 -2.80 0.077
H -1.52 5.65 -3.90 0.077
H 0.02 6.35 -4.43 0.075
H -0.58 4.77 -1.26 0.091
C 2.03 1.74 6.35 -0.070
C 2.16 1.00 5.03 -0.498
C 3.61 0.94 4.56 -0.058
O 1.35 1.64 4.04 -0.055
H 2.38 2.77 6.25 0.078
H 0.99 1.78 6.67 0.076
H 2.62 1.25 7.13 0.076
H 1.77 -0.01 5.13 0.139
H 4.00 1.95 4.40 0.084
H 3.68 0.41 3.61 0.056
H 4.24 0.43 5.29 0.080
H 1.68 2.54 3.92 0.086
C -5.67 -2.67 -0.38 -0.062
C -5.22 -1.35 -0.99 -0.492
C -5.82 -1.15 -2.38 -0.064
O -3.80 -1.30 -1.06 -0.066
H -5.33 -3.51 -1.00 0.083
H -5.23 -2.80 0.61 0.072
H -6.76 -2.72 -0.29 0.072
H -5.52 -0.53 -0.34 0.136
H -5.48 -1.95 -3.05 0.083
H -5.48 -0.21 -2.80 0.077
H -6.91 -1.16 -2.35 0.072
H -3.48 -2.02 -1.63 0.074
```



Ordered Kohn-Sham gap results: 1.48; 5.92; 6.30; 7.97; 2.68; 8.09; unit eV.